This record from the Open Molecules 2025 dataset describes a cluster of 13 separate species, C3H33NO13 in total. The level of theory is ωB97M-V with the def2-TZVPD basis set.

Last columns: bonded neighbours and bond lengths (Å).
Atoms and positions in Å:
1 C -0.39 0.30 0.16  C2 1.596, N5 1.465, H6 1.062, H7 1.121
2 C -0.73 -1.23 -0.16  C1 1.596, C3 1.564, O4 1.402, H8 1.131
3 C 0.39 -2.32 -0.20  C2 1.564, H9 1.068, H10 1.104, H11 1.115
4 O -1.27 -1.43 -1.43  C2 1.402, H12 1.033
5 N -1.54 1.19 0.02  C1 1.465, H13 1.005, H14 0.974
6 H 0.04 0.30 1.13  C1 1.062
7 H 0.39 0.44 -0.64  C1 1.121
8 H -1.39 -1.54 0.71  C2 1.131
9 H 0.01 -3.31 -0.37  C3 1.068
10 H 1.24 -2.04 -0.84  C3 1.104
11 H 0.69 -2.39 0.87  C3 1.115
12 H -1.90 -0.69 -1.78  O4 1.033
13 H -1.35 2.10 0.39  N5 1.005
14 H -2.40 0.77 0.18  N5 0.974
15 H 0.28 -1.45 -2.42  O17 0.937
16 H 0.77 -1.13 -4.00  O17 1.009
17 O 0.91 -1.06 -3.00  H15 0.937, H16 1.009
18 H 0.59 2.11 1.15  O20 0.993
19 H 0.48 3.32 2.04  O20 0.945
20 O -0.04 2.83 1.42  H18 0.993, H19 0.945
21 H 1.05 0.69 -3.29  O23 0.924
22 H -0.19 1.65 -3.25  O23 0.999
23 O 0.75 1.50 -2.96  H21 0.924, H22 0.999
24 H 0.72 -1.42 3.56  O26 0.991
25 H 0.65 -1.25 2.06  O26 0.984
26 O 0.07 -1.47 2.82  H24 0.991, H25 0.984
27 H -2.53 1.53 -2.89  O29 0.912
28 H -1.68 1.14 -1.57  O29 1.072
29 O -1.89 0.96 -2.60  H27 0.912, H28 1.072
30 H 1.60 2.09 -1.54  O32 0.989
31 H 2.53 2.98 -0.91  O32 0.900
32 O 2.25 2.13 -0.80  H30 0.989, H31 0.900
33 H -3.47 -2.41 0.65  O35 0.917
34 H -2.94 -2.66 -0.81  O35 0.964
35 O -3.43 -3.00 -0.05  H33 0.917, H34 0.964
36 H 2.81 0.49 1.89  O38 0.994
37 H 2.40 1.65 0.95  O38 0.945
38 O 2.22 1.28 1.80  H36 0.994, H37 0.945
39 H 3.02 0.73 -1.54  O41 0.948
40 H 2.62 -0.60 -2.17  O41 1.000
41 O 3.28 -0.18 -1.55  H39 0.948, H40 1.000
42 H -4.08 0.23 1.76  O44 1.016
43 H -2.70 -0.32 2.16  O44 0.959
44 O -3.37 -0.43 1.48  H42 1.016, H43 0.959
45 H -1.64 0.14 3.77  O47 1.009
46 H -2.21 1.68 3.48  O47 0.929
47 O -2.39 0.77 3.53  H45 1.009, H46 0.929
48 H 3.72 -1.59 1.13  O50 0.928
49 H 4.09 -0.40 0.36  O50 0.989
50 O 4.00 -0.72 1.29  H48 0.928, H49 0.989

## Properties
* HOMO energy: -9.647 eV
* E_tot: -31753.55940 eV
* energy above the lowest of the compared OMol25 structures with the same formula, charge and spin: 342.2 kJ/mol
* orbital gap: 9.85 eV

=====

This record from the Open Molecules 2025 dataset describes the ion C4H11NS with charge -1. The level of theory is ωB97M-V with the def2-TZVPD basis set.

Last columns: bonded neighbours and bond lengths (Å).
Atoms and positions in Å:
1 C -1.16 0.42 0.07  C2 1.555, C5 1.606, H7 0.975, H8 1.010
2 C 0.16 1.19 -0.21  C1 1.555, C3 1.536, H9 1.126, H10 1.092
3 C 1.36 0.54 -0.91  C2 1.536, S4 1.860, H11 1.085, H12 1.027
4 S 0.76 -0.04 -2.56  C3 1.860, H13 1.349
5 C -0.98 -1.09 0.58  C1 1.606, N6 1.589, H14 1.148, H15 1.179
6 N -0.66 -0.76 2.11  C5 1.589, H16 1.056, H17 1.011
7 H -1.65 0.49 -0.77  C1 0.975
8 H -1.73 0.93 0.74  C1 1.010
9 H 0.71 1.57 0.70  C2 1.126
10 H -0.10 2.08 -0.80  C2 1.092
11 H 1.85 -0.24 -0.34  C3 1.085
12 H 2.07 1.26 -1.08  C3 1.027
13 H 1.86 -0.71 -2.95  S4 1.349
14 H -0.19 -1.81 0.17  C5 1.148
15 H -2.00 -1.66 0.48  C5 1.179
16 H 0.36 -0.52 2.17  N6 1.056
17 H -0.67 -1.65 2.60  N6 1.011

## Properties
* HOMO energy (spin up / spin down): 1.032 / -5.156 eV
* multiplicity: 2
* net charge: -1
* E_tot: -16649.11075 eV
* energy above the lowest of the compared OMol25 structures with the same formula, charge and spin: 228.8 kJ/mol
* orbital gap (spin up / spin down): 2.49 / 8.76 eV

=====

This record from the Open Molecules 2025 dataset describes a cluster of 2 separate species, C13H22F9NO2 in total. The level of theory is ωB97M-V with the def2-TZVPD basis set.

Last columns: bonded neighbours and bond lengths (Å).
Atoms and positions in Å:
1 C -2.68 -0.95 0.75  C2 1.520, H22 1.087, H23 1.084, H24 1.080
2 C -3.25 -0.68 -0.63  C1 1.520, F3 1.386, C4 1.499, H25 1.084
3 F -2.85 -1.65 -1.54  C2 1.386
4 C -2.86 0.68 -1.14  C2 1.499, N5 1.500, H26 1.081, H27 1.084
5 N -1.41 0.67 -1.53  C4 1.500, C6 1.506, H28 1.016, H29 1.026
6 C -1.13 0.86 -3.00  N5 1.506, C7 1.528, H30 1.077, H31 1.080
7 C -0.46 2.19 -3.32  C6 1.528, O8 1.400, H32 1.083, H33 1.094
8 O 0.94 2.08 -3.40  C7 1.400, C9 1.421
9 C 1.62 2.27 -2.17  O8 1.421, C10 1.511, H34 1.088, H35 1.085
10 C 2.33 0.99 -1.82  C9 1.511, F11 1.327, F12 1.331, C13 1.544
11 F 1.48 -0.01 -1.63  C10 1.327
12 F 3.04 0.65 -2.90  C10 1.331
13 C 3.35 1.08 -0.66  C10 1.544, F14 1.309, F15 1.318, C16 1.563
14 F 4.41 1.73 -1.08  C13 1.309
15 F 3.74 -0.15 -0.41  C13 1.318
16 C 2.79 1.69 0.66  C13 1.563, F17 1.338, F18 1.314, C19 1.539
17 F 1.45 1.72 0.68  C16 1.338
18 F 3.15 0.89 1.64  C16 1.314
19 C 3.35 3.07 1.03  C16 1.539, F20 1.317, F21 1.336, H36 1.088
20 F 4.57 2.92 1.51  C19 1.317
21 F 3.32 3.90 -0.01  C19 1.336
22 H -1.87 -0.26 1.00  C1 1.087
23 H -2.30 -1.97 0.81  C1 1.084
24 H -3.44 -0.89 1.51  C1 1.080
25 H -4.33 -0.72 -0.56  C2 1.084
26 H -3.00 1.37 -0.32  C4 1.081
27 H -3.52 0.99 -1.94  C4 1.084
28 H -0.95 1.42 -1.02  N5 1.016
29 H -1.04 -0.24 -1.25  N5 1.026
30 H -0.55 0.03 -3.38  C6 1.077
31 H -2.06 0.84 -3.54  C6 1.080
32 H -0.80 2.46 -4.31  C7 1.083
33 H -0.80 2.98 -2.65  C7 1.094
34 H 0.94 2.59 -1.40  C9 1.088
35 H 2.35 3.07 -2.31  C9 1.085
36 H 2.73 3.51 1.82  C19 1.088
37 C 0.33 -2.99 2.63  C38 1.545, H41 1.094, H42 1.095, H43 1.101
38 C -0.89 -3.03 3.56  C37 1.545, C39 1.541, O40 1.357, H44 1.116
39 C -1.22 -4.50 3.85  C38 1.541, H45 1.093, H46 1.092, H47 1.101
40 O -1.95 -2.43 2.96  C38 1.357
41 H 0.12 -3.49 1.68  C37 1.094
42 H 0.62 -1.95 2.41  C37 1.095
43 H 1.20 -3.49 3.08  C37 1.101
44 H -0.55 -2.60 4.53  C38 1.116
45 H -1.47 -5.04 2.93  C39 1.093
46 H -2.07 -4.58 4.54  C39 1.092
47 H -0.37 -5.02 4.32  C39 1.101

## Properties
* HOMO energy: -4.966 eV
* E_tot: -43875.25862 eV
* orbital gap: 4.22 eV

=====

This record from the Open Molecules 2025 dataset describes the ion C4H3O2 with charge +1. The level of theory is ωB97M-V with the def2-TZVPD basis set.

Last columns: bonded neighbours and bond lengths (Å).
Atoms and positions in Å:
1 C 0.12 3.47 -0.20  C2 1.213, H7 1.071
2 C 0.13 2.31 -0.56  C1 1.213, O5 1.434
3 C -0.08 -2.71 0.53  O6 1.268, H8 1.063, H9 1.072
4 C -0.15 -0.48 -0.56  O5 1.410, O6 1.227
5 O 0.12 0.89 -0.34  C2 1.434, C4 1.410
6 O -0.12 -1.53 0.07  C3 1.268, C4 1.227
7 H -0.19 4.40 -0.62  C1 1.071
8 H 0.47 -3.52 0.12  C3 1.063
9 H -0.31 -2.82 1.57  C3 1.072

## Properties
* HOMO energy (spin up / spin down): -14.377 / -15.274 eV
* multiplicity: 3
* net charge: +1
* E_tot: -8272.29774 eV
* energy above the lowest of the compared OMol25 structures with the same formula, charge and spin: 691.1 kJ/mol
* orbital gap (spin up / spin down): 8.45 / 7.85 eV